#one
DFT (ωB97M-V/def2-TZVPD) results for 11 unconnected molecules or ions with the total composition C33H77N11O11.

Last column: Löwdin charge in e.
Atoms and positions in Å:
O (20.39, -2.03, -16.96)  0.036
O (14.42, 3.53, -17.63)  0.016
O (19.72, -6.23, -16.41)  0.044
O (13.24, -4.63, -23.53)  0.039
O (8.80, -2.60, -20.83)  0.021
O (16.34, -8.46, -18.23)  0.014
O (15.00, -6.56, -13.99)  0.016
O (19.58, -1.28, -22.56)  0.031
O (16.11, -0.52, -19.03)  -0.021
O (13.41, 1.14, -22.36)  0.018
O (12.94, -4.21, -18.38)  -0.046
N (8.42, -0.39, -20.92)  0.009
N (16.04, -6.96, -19.86)  0.042
N (16.36, 4.20, -18.63)  0.005
N (14.28, -1.85, -19.13)  0.044
N (10.90, -3.94, -17.49)  0.040
N (17.58, -0.68, -21.61)  0.017
N (12.81, -4.55, -21.31)  0.013
N (18.68, -1.72, -15.53)  -0.003
N (21.23, -6.62, -18.07)  0.008
N (12.41, 3.15, -22.46)  0.001
N (15.05, -7.99, -15.77)  0.016
C (13.45, -0.90, -19.87)  -0.032
C (15.44, -6.90, -15.09)  -0.572
C (8.00, -1.67, -20.90)  -0.552
C (19.49, 0.21, -16.73)  0.000
C (18.53, -3.05, -14.97)  -0.055
C (15.56, -1.60, -18.79)  -0.520
C (14.81, -6.41, -19.32)  -0.051
C (10.59, -2.77, -18.32)  -0.053
C (14.23, 2.86, -20.88)  0.007
C (19.57, -1.29, -16.44)  -0.547
C (16.73, -7.94, -19.27)  -0.530
C (15.93, 5.48, -19.16)  -0.077
C (16.84, -0.45, -22.84)  -0.062
C (6.51, -1.91, -20.94)  0.006
C (9.82, -0.01, -20.89)  -0.068
C (11.42, 2.85, -23.48)  -0.065
C (15.62, 3.38, -17.86)  -0.565
C (19.47, -4.99, -18.41)  -0.005
C (20.16, -6.00, -17.52)  -0.552
C (14.84, -3.53, -22.16)  0.001
C (18.01, -8.40, -19.95)  0.013
C (16.45, -6.01, -15.79)  -0.005
C (18.87, -1.09, -21.58)  -0.553
C (13.34, 2.31, -21.98)  -0.538
C (14.15, -8.97, -15.19)  -0.068
C (11.50, -5.18, -21.39)  -0.053
C (22.08, -7.54, -17.36)  -0.077
C (12.07, -4.56, -17.57)  -0.495
C (13.57, -4.31, -22.40)  -0.559
C (12.26, -5.78, -16.71)  0.029
C (16.36, -2.75, -18.26)  0.018
C (19.40, -1.32, -20.17)  0.001
C (16.33, 2.16, -17.33)  -0.010
H (16.86, -1.37, -23.43)  0.079
H (16.92, -2.37, -17.41)  0.073
H (11.19, -2.88, -19.21)  0.069
H (11.89, 2.28, -24.28)  0.090
H (14.24, 3.95, -20.95)  0.068
H (16.22, 5.69, -20.19)  0.080
H (15.64, 1.42, -16.97)  0.082
H (11.08, -5.08, -20.38)  0.070
H (16.30, -6.62, -20.77)  0.136
H (11.00, 3.77, -23.88)  0.083
H (17.31, -5.85, -15.14)  0.075
H (6.21, -2.18, -19.92)  0.087
H (18.30, -7.76, -20.78)  0.075
H (17.35, 0.34, -23.40)  0.084
H (15.26, -3.63, -21.16)  0.057
H (18.83, -8.38, -19.23)  0.078
H (16.85, 1.68, -18.17)  0.058
H (12.47, -0.84, -19.40)  0.061
H (5.97, -1.03, -21.28)  0.074
H (17.73, -3.04, -14.23)  0.091
H (13.83, -2.70, -18.81)  0.074
H (13.44, -1.21, -20.91)  0.073
H (10.80, -1.84, -17.80)  0.092
H (14.76, -9.83, -14.87)  0.084
H (14.76, -6.58, -18.25)  0.067
H (17.92, -9.42, -20.29)  0.087
H (10.81, -4.62, -22.02)  0.086
H (12.43, -6.71, -17.26)  0.089
H (18.44, -4.83, -18.08)  0.056
H (9.94, 1.07, -20.91)  0.080
H (22.34, -8.40, -17.98)  0.079
H (17.02, -3.18, -19.01)  0.081
H (14.90, -5.33, -19.43)  0.051
H (10.39, -0.41, -21.74)  0.097
H (11.58, -6.24, -21.63)  0.085
H (15.53, -8.20, -16.65)  0.076
H (14.60, -2.49, -22.38)  0.073
H (21.63, -7.95, -16.46)  0.083
H (15.65, -3.84, -22.82)  0.086
H (23.00, -7.07, -17.00)  0.083
H (18.01, -1.03, -15.23)  0.124
H (20.27, -0.69, -20.03)  0.090
H (19.68, -2.36, -20.00)  0.069
H (12.23, 3.99, -21.94)  0.132
H (15.70, -3.55, -17.91)  0.063
H (11.39, -5.89, -16.05)  0.082
H (15.95, -5.06, -16.01)  0.072
H (13.87, 0.10, -19.79)  0.068
H (7.78, 0.36, -21.08)  0.127
H (13.16, -4.33, -20.39)  0.065
H (20.05, -4.06, -18.32)  0.067
H (10.26, -0.35, -19.96)  0.064
H (13.99, 2.54, -19.87)  0.071
H (10.57, 2.29, -23.09)  0.068
H (9.54, -2.80, -18.59)  0.073
H (18.70, -1.11, -19.37)  0.043
H (14.85, 5.52, -19.03)  0.080
H (19.48, -5.18, -19.49)  0.079
H (13.67, -8.61, -14.29)  0.078
H (18.28, -3.84, -15.69)  0.049
H (13.13, -5.69, -16.06)  0.082
H (20.44, 0.69, -16.96)  0.086
H (17.32, 3.93, -18.76)  0.136
H (13.91, -6.62, -19.89)  0.088
H (18.73, 0.42, -17.49)  0.056
H (13.38, -9.31, -15.88)  0.076
H (15.27, 2.64, -21.13)  0.092
H (19.17, 0.73, -15.82)  0.074
H (16.93, -6.36, -16.70)  0.057
H (19.47, -3.32, -14.49)  0.095
H (6.36, -2.76, -21.60)  0.087
H (15.80, -0.18, -22.66)  0.064
H (16.38, 6.29, -18.58)  0.082
H (10.31, -4.14, -16.70)  0.140
H (17.05, 2.51, -16.59)  0.085
H (17.20, -0.43, -20.71)  0.078
H (21.56, -6.28, -18.96)  0.134

## Properties
multiplicity = 1
lowest unoccupied orbital energy = 0.23 eV
SMILES string = CNC(C)=O.CNC(C)=O.CNC(C)=O.CNC(C)=O.CNC(C)=O.CNC(C)=O.CNC(C)=O.CNC(C)=O.CNC(C)=O.CNC(C)=O.CNC(C)=O
E_HOMO = -0.3284 hartree

#two
DFT (ωB97M-V/def2-TZVPD) results for 11 unconnected molecules or ions with the total composition C33H77N11O11.

Last column: Löwdin charge in e.
Atoms and positions in Å:
O (0.99, 1.48, -0.21)  0.043
O (1.42, -2.58, -3.19)  0.024
O (-5.13, 4.13, 1.84)  0.027
O (-3.00, -1.21, 0.01)  0.019
O (3.43, -0.65, 4.23)  0.008
O (-7.26, 1.62, -1.81)  0.033
O (3.93, -3.58, 1.05)  0.002
O (-0.18, 6.04, 1.07)  0.043
O (4.26, 5.48, -2.00)  0.044
O (0.38, 2.79, 4.53)  0.010
O (0.55, -6.65, 2.69)  0.028
N (-0.23, -0.46, -0.45)  0.047
N (4.19, 3.46, -2.99)  0.013
N (0.42, 4.75, 3.47)  0.025
N (2.60, -4.17, -4.19)  0.019
N (2.35, -5.87, 1.52)  0.025
N (1.90, -2.08, 5.12)  -0.003
N (-0.67, 5.31, -1.02)  0.024
N (-5.75, 2.39, 0.54)  0.032
N (-5.86, 0.74, -3.39)  0.018
N (-2.44, -3.25, -0.67)  0.018
N (5.59, -3.20, -0.45)  0.026
C (-4.76, 1.41, 1.05)  -0.055
C (-2.38, 6.47, 0.30)  0.018
C (2.86, -2.91, 5.83)  -0.060
C (5.88, -4.58, -0.78)  -0.059
C (1.51, -4.59, -1.98)  0.014
C (-2.81, -2.38, 0.27)  -0.535
C (-2.75, -2.91, 1.71)  0.025
C (4.50, -1.32, 0.69)  0.024
C (0.65, 4.66, -1.24)  -0.058
C (2.26, -1.00, 4.40)  -0.532
C (3.05, -7.14, 1.30)  -0.058
C (5.08, 5.42, -4.20)  -0.008
C (-2.30, -3.01, -2.10)  -0.056
C (0.74, -1.49, -0.13)  -0.051
C (-6.93, 4.50, 0.40)  -0.004
C (-1.21, 1.62, -0.95)  0.002
C (3.57, 2.77, -1.86)  -0.066
C (3.00, -5.56, -4.51)  -0.055
C (1.20, -5.74, 2.19)  -0.587
C (0.83, -4.33, 2.43)  -0.007
C (4.64, -2.80, 0.41)  -0.514
C (-7.67, 2.14, -4.13)  0.000
C (-0.02, 0.87, -0.48)  -0.568
C (1.20, 5.46, 4.46)  -0.073
C (-0.93, 5.93, 0.15)  -0.552
C (-5.87, 3.65, 1.00)  -0.585
C (-0.87, 2.91, 2.51)  0.030
C (1.82, -3.73, -3.19)  -0.557
C (0.01, 3.50, 3.60)  -0.547
C (4.45, 4.79, -2.97)  -0.576
C (-5.07, -0.05, -2.42)  -0.052
C (1.14, -0.31, 3.62)  0.014
C (-6.93, 1.47, -2.98)  -0.537
H (3.96, -1.23, 1.63)  0.073
H (-3.60, -2.59, 2.31)  0.087
H (-7.02, 2.53, -4.91)  0.078
H (1.27, -0.39, 2.54)  0.054
H (2.79, -7.56, 0.33)  0.074
H (2.28, 5.27, 4.39)  0.080
H (0.56, -4.36, -1.49)  0.062
H (-1.25, 2.53, -0.35)  0.064
H (-6.29, 2.05, -0.24)  0.067
H (4.12, -6.98, 1.18)  0.068
H (-6.58, 5.37, -0.14)  0.083
H (-5.73, 0.55, -4.37)  0.130
H (2.54, 2.51, -2.07)  0.056
H (6.81, -4.93, -0.34)  0.088
H (-2.45, 7.39, 0.87)  0.082
H (0.95, 5.20, 5.48)  0.081
H (2.29, -4.52, -1.22)  0.075
H (2.95, -7.87, 2.10)  0.085
H (-1.55, -2.27, -2.37)  0.083
H (2.70, -3.91, 5.43)  0.077
H (-8.29, 1.34, -4.54)  0.085
H (3.06, -5.61, -5.59)  0.082
H (-4.59, 1.54, 2.12)  0.083
H (2.22, -6.25, -4.19)  0.075
H (-2.08, -4.00, -2.51)  0.088
H (-3.08, 5.77, 0.77)  0.067
H (-1.11, 1.90, -2.00)  0.093
H (-0.47, 1.92, 2.27)  0.068
H (2.90, -5.08, 1.19)  0.059
H (5.79, -4.81, -1.84)  0.078
H (4.14, 1.87, -1.59)  0.077
H (1.35, 5.48, -1.40)  0.085
H (3.42, 3.38, -0.97)  0.085
H (6.16, 5.49, -4.04)  0.083
H (5.49, -0.90, 0.84)  0.088
H (5.12, -5.26, -0.39)  0.063
H (1.60, -1.34, -0.78)  0.080
H (1.47, -5.64, -2.27)  0.066
H (1.10, 0.74, 3.91)  0.061
H (4.76, 6.45, -4.35)  0.081
H (0.99, 4.11, -0.37)  0.072
H (-2.22, -4.17, -0.32)  0.127
H (-1.37, 5.13, -1.72)  0.127
H (2.63, -2.82, 6.89)  0.084
H (2.75, -3.51, -4.94)  0.135
H (3.96, -5.83, -4.05)  0.073
H (-2.13, 1.06, -0.78)  0.048
H (0.59, 3.97, -2.08)  0.076
H (1.16, 6.54, 4.34)  0.080
H (-3.21, -2.74, -2.62)  0.071
H (-1.81, -2.61, 2.16)  0.074
H (-2.79, -4.00, 1.70)  0.076
H (4.45, 2.96, -3.82)  0.125
H (-7.47, 3.95, -0.37)  0.061
H (-0.80, 3.51, 1.60)  0.050
H (0.35, -2.51, -0.21)  0.055
H (1.67, -3.64, 2.41)  0.074
H (4.80, 4.83, -5.07)  0.068
H (-3.78, 1.50, 0.59)  0.053
H (-1.19, -0.74, -0.59)  0.069
H (-2.76, 6.60, -0.71)  0.064
H (1.01, -1.44, 0.93)  0.057
H (-5.17, 0.41, 0.87)  0.074
H (0.19, -4.27, 3.31)  0.087
H (-4.51, 0.59, -1.75)  0.067
H (5.92, -2.48, -1.07)  0.142
H (-1.89, 2.95, 2.87)  0.092
H (-4.39, -0.70, -2.98)  0.067
H (0.13, -4.10, 1.62)  0.061
H (-5.68, -0.77, -1.87)  0.091
H (3.91, -2.75, 5.59)  0.085
H (-8.30, 2.94, -3.74)  0.083
H (0.20, -0.77, 3.92)  0.073
H (0.94, -2.36, 5.11)  0.122
H (-7.64, 4.76, 1.19)  0.089
H (3.95, -0.75, -0.06)  0.076
H (0.40, 5.21, 2.57)  0.079

## Properties
multiplicity = 1
lowest unoccupied orbital energy = 0.04 eV
SMILES string = CNC(C)=O.CNC(C)=O.CNC(C)=O.CNC(C)=O.CNC(C)=O.CNC(C)=O.CNC(C)=O.CNC(C)=O.CNC(C)=O.CNC(C)=O.CNC(C)=O
E_HOMO = -0.3054 hartree

#one (1.495 eV below the next structure)

#one
DFT (ωB97M-V/def2-TZVPD) results for 2 unconnected molecules or ions with the total composition C4H10N2OS.

Last column: Löwdin charge in e.
Atoms and positions in Å:
S (-1.71, 0.99, 0.14)  0.884
O (-1.87, 1.65, -1.50)  -0.455
N (3.43, 1.10, 0.86)  -0.175
N (2.87, 0.35, 0.09)  0.053
C (-2.16, -0.74, -0.05)  -0.591
C (-2.45, -1.72, 1.10)  -0.179
C (-3.44, -1.49, 0.07)  -0.194
C (3.08, 2.48, 0.96)  -0.136
H (-1.88, -2.62, 1.00)  0.092
H (-2.79, 1.91, -1.63)  0.011
H (-2.52, -1.40, 2.20)  0.131
H (2.23, 2.74, 0.23)  0.103
H (3.97, 2.98, 0.86)  0.034
H (-4.35, -0.84, 0.29)  0.138
H (-1.51, -1.29, -0.67)  0.076
H (-3.68, -2.37, -0.44)  0.083
H (2.20, 0.94, -0.43)  0.029
H (2.85, 2.78, 2.03)  0.097

## Properties
multiplicity = 1
lowest unoccupied orbital energy = 0.41 eV
SMILES string = [H]/N=N\C.OSC1CC1
E_HOMO = -0.3331 hartree

#two
DFT (ωB97M-V/def2-TZVPD) results for a single C4H10N2OS molecule.

Last column: Löwdin charge in e.
Atoms and positions in Å:
S (-0.12, 1.72, -0.45)  0.782
O (2.21, 0.38, 0.57)  0.048
N (1.80, -1.62, -0.37)  0.111
N (0.08, -0.01, -0.37)  -0.388
C (-2.08, -0.93, -0.86)  -0.095
C (-1.63, -0.09, 1.46)  -0.116
C (1.45, -0.34, 0.00)  -0.664
C (-1.07, -0.73, 0.21)  -0.543
H (-1.69, -1.27, -1.86)  0.091
H (0.82, 2.31, 0.43)  -0.073
H (-0.82, -0.20, 2.23)  0.086
H (2.20, -2.18, 0.46)  0.139
H (-1.81, 1.04, 1.41)  0.060
H (-2.92, -1.63, -0.54)  0.100
H (-2.52, -0.70, 1.90)  0.112
H (0.98, -2.29, -0.63)  0.124
H (-0.56, -1.71, 0.58)  0.149
H (-2.62, 0.01, -1.04)  0.077

## Properties
multiplicity = 1
lowest unoccupied orbital energy = 0.61 eV
SMILES string = CC(C)N(S)C(N)=O
E_HOMO = -0.3211 hartree

#two (3.453 eV below the next structure)